1.
The following is a DFT calculation (ωB97M-V with the def2-TZVPD basis set) of a 6-piece molecular cluster, C24H48O12S6 overall in a non-equilibrium geometry.

```
90
C24H48O12S6, DFT ωB97M-V with the def2-TZVPD basis set
O 5.60 4.56 6.53
S 4.58 4.01 5.60
O 4.73 4.18 4.18
C 4.19 2.27 6.08
C 2.89 2.25 6.90
C 2.04 3.31 6.18
C 2.84 4.68 6.13
H 5.10 1.70 6.23
H 3.87 1.94 5.09
H 2.46 1.25 6.85
H 3.08 2.60 7.91
H 1.14 3.46 6.77
H 1.57 2.95 5.26
H 2.84 5.19 7.09
H 2.62 5.52 5.46
O -1.42 -1.32 -1.41
S -0.16 -1.80 -0.82
O 0.50 -3.04 -1.28
C 1.10 -0.42 -0.96
C 1.01 0.28 0.38
C 0.00 -0.31 1.38
C -0.24 -1.78 0.98
H 0.82 -0.09 -1.96
H 1.98 -1.06 -0.99
H 2.06 0.04 0.59
H 0.97 1.37 0.42
H -0.92 0.27 1.35
H 0.43 -0.35 2.38
H -1.21 -2.27 1.10
H 0.48 -2.51 1.34
O -4.43 2.88 9.28
S -5.10 3.50 8.12
O -4.61 4.78 7.56
C -5.18 2.32 6.75
C -6.52 2.62 6.04
C -7.53 2.67 7.23
C -6.89 3.54 8.35
H -5.12 1.37 7.28
H -4.29 2.46 6.12
H -6.38 3.60 5.59
H -6.90 1.99 5.24
H -7.72 1.66 7.59
H -8.54 2.97 6.96
H -7.22 3.02 9.25
H -7.13 4.60 8.35
O 1.58 -2.03 -10.46
S 0.45 -1.27 -9.81
O 0.52 0.17 -9.66
C -1.25 -1.67 -10.33
C -2.15 -1.45 -9.12
C -1.38 -2.17 -7.92
C 0.15 -1.99 -8.11
H -1.19 -2.75 -10.46
H -1.45 -1.25 -11.31
H -2.12 -0.37 -8.98
H -3.19 -1.76 -9.23
H -1.53 -3.24 -8.02
H -1.74 -1.91 -6.93
H 0.80 -2.87 -8.08
H 0.59 -1.20 -7.51
O -2.77 -8.25 0.37
S -1.41 -8.65 0.61
O -0.58 -7.88 1.51
C -1.36 -10.49 0.97
C -0.54 -11.07 -0.14
C -1.01 -10.27 -1.47
C -0.72 -8.76 -1.04
H -2.38 -10.88 0.97
H -0.90 -10.54 1.95
H 0.52 -10.90 -0.02
H -0.66 -12.15 -0.26
H -2.04 -10.55 -1.70
H -0.56 -10.54 -2.43
H -1.32 -7.99 -1.53
H 0.36 -8.63 -1.00
O 2.51 4.81 -3.82
S 3.98 4.81 -4.10
O 4.63 3.50 -3.92
C 4.31 5.68 -5.67
C 4.50 7.13 -5.22
C 4.43 7.36 -3.63
C 4.91 6.03 -3.02
H 3.46 5.54 -6.34
H 5.17 5.16 -6.08
H 5.40 7.46 -5.73
H 3.68 7.72 -5.62
H 3.40 7.71 -3.51
H 4.97 8.28 -3.40
H 4.68 5.64 -2.03
H 5.92 5.66 -3.23
```

Results
SMILES = O=S1(=O)CCCC1.O=S1(=O)CCCC1.O=S1(=O)CCCC1.O=S1(=O)CCCC1.O=S1(=O)CCCC1.O=S1(=O)CCCC1
HOMO = -0.3653 Eh
Net charge = 0
LUMO level = 0.144 eV

---

2.
The following is a DFT calculation (ωB97M-V with the def2-TZVPD basis set) of C9H15HfN2 as an isolated structure in a non-equilibrium geometry.

```
27
C9H15HfN2, DFT ωB97M-V with the def2-TZVPD basis set
C 2.84 0.94 -1.92
Hf -1.37 -0.19 -2.58
N -1.18 -2.58 -2.11
N -0.35 0.41 -4.75
H -2.13 -2.45 -1.67
H 2.99 -0.19 -1.66
H 3.17 1.38 -0.99
H 1.73 1.01 -2.30
H 3.51 1.17 -2.71
H -1.29 0.66 -5.10
H 0.05 -0.36 -5.31
H 0.28 1.23 -4.82
H -1.22 -3.03 -3.07
H -0.47 -2.99 -1.49
C -0.82 0.44 -0.62
C -0.66 0.38 0.65
C -0.54 0.38 2.05
C -1.60 0.96 2.82
C -1.52 0.97 4.21
C -0.40 0.39 4.81
C 0.64 -0.20 4.09
C 0.58 -0.23 2.71
H -2.45 1.39 2.28
H -2.33 1.43 4.76
H -0.37 0.44 5.89
H 1.48 -0.63 4.65
H 1.42 -0.71 2.17
```

Results
HOMO (spin up / spin down) = -0.3631 / -0.3616 Eh
Net charge = +1
LUMO level (spin up / spin down) = -3.796 / -3.752 eV

---

3.
The following is a DFT calculation (ωB97M-V with the def2-TZVPD basis set) of a 2-piece molecular cluster, C17H31IN2O2PS overall in a non-equilibrium geometry.

```
55
C17H31IN2O2PS, DFT ωB97M-V with the def2-TZVPD basis set
C -4.27 -0.39 3.44
C -3.60 -1.33 3.11
C -2.89 -2.50 2.60
C -3.04 -2.65 1.08
C -2.40 -1.52 0.26
P -0.81 -1.92 -0.73
C -1.64 -3.36 -1.71
C -2.89 -3.49 -2.16
C -0.12 -3.22 0.55
C 1.35 -3.49 0.44
N 2.07 -3.99 1.35
C -1.36 -0.61 -2.08
S 0.07 0.04 -3.02
C -0.27 1.82 -3.09
C 0.23 2.59 -1.86
C 0.22 -0.41 0.10
C 0.45 -0.42 1.55
O -0.32 -0.38 2.45
I 2.61 -0.39 2.19
H -4.98 0.25 3.88
H -3.32 -3.38 3.08
H -1.85 -2.46 2.91
H -4.13 -2.59 0.92
H -2.77 -3.65 0.77
H -3.13 -1.23 -0.50
H -2.31 -0.64 0.90
H 0.37 -2.19 -1.54
H -0.96 -4.18 -1.95
H -3.73 -2.93 -1.76
H -3.13 -4.22 -2.93
H -0.57 -4.18 0.29
H -0.38 -3.05 1.60
H 1.85 -3.28 -0.51
H 1.51 -4.17 2.18
H -1.88 0.24 -1.64
H -2.03 -1.02 -2.83
H -1.34 2.01 -3.19
H 0.24 2.18 -3.98
H 1.10 2.12 -1.40
H -0.55 2.74 -1.12
H 0.54 3.59 -2.17
H -0.26 0.54 -0.11
H 1.19 -0.36 -0.38
C 3.04 4.41 -0.77
O 2.29 5.26 -1.22
N 3.83 4.59 0.31
C 4.70 3.54 0.80
C 3.79 5.86 0.99
H 3.13 3.41 -1.22
H 4.43 3.28 1.82
H 5.74 3.87 0.77
H 4.60 2.65 0.18
H 2.79 6.07 1.35
H 4.08 6.66 0.31
H 4.48 5.84 1.83
```

Results
HOMO = -0.1693 Eh
Net charge = -1
LUMO level = 2.435 eV

---

4.
The following is a DFT calculation (ωB97M-V with the def2-TZVPD basis set) of C9H19FNO6P3STm as an isolated structure in a non-equilibrium geometry.

```
41
C9H19FNO6P3STm, DFT ωB97M-V with the def2-TZVPD basis set
C 0.84 -3.75 1.07
P 0.07 -2.00 1.16
C -1.77 -2.28 0.92
C 0.93 -0.97 -0.17
C 2.31 -0.44 0.51
N 2.73 -1.24 1.74
O 2.33 0.97 0.89
S 0.82 1.56 1.38
O 1.00 3.04 1.63
O 0.51 0.93 2.73
C -0.56 1.14 0.21
P -1.57 2.61 -0.42
C -2.02 3.84 0.98
O -3.10 1.92 -0.83
C 0.06 0.17 -0.93
C -1.18 -0.45 -1.81
C -1.43 0.26 -3.22
O -1.21 -0.44 -4.25
F -1.90 1.57 -3.44
P 1.20 1.02 -2.18
O 0.77 2.44 -2.60
H 0.04 -4.58 1.22
H 1.58 -3.87 1.94
H 1.40 -3.94 0.08
H -2.12 -3.06 1.70
H -2.45 -1.37 1.04
H -2.01 -2.75 -0.12
H 1.27 -1.72 -1.00
H 3.17 -0.60 -0.28
H 3.76 -1.38 1.68
H 2.56 -0.70 2.62
H -1.30 0.49 0.83
H -2.35 3.23 1.89
H -2.95 4.41 0.60
H -1.15 4.56 1.23
H -3.48 1.48 -0.01
H -2.13 -0.47 -1.17
H -0.89 -1.55 -2.00
H 2.58 1.15 -1.71
H 1.32 0.24 -3.40
Tm 4.35 0.56 1.43
```

Results
HOMO (spin up / spin down) = -0.6316 / -0.6309 Eh
2S+1 = 3
Net charge = +3
LUMO level (spin up / spin down) = -12.000 / -12.950 eV

---

5.
The following is a DFT calculation (ωB97M-V with the def2-TZVPD basis set) of one molecule with the formula C3H8N2 in a non-equilibrium geometry.

```
13
C3H8N2, DFT ωB97M-V with the def2-TZVPD basis set
C -0.53 -1.50 -0.74
C 0.63 -0.57 -1.05
N 0.92 0.61 -0.25
C 0.24 1.13 0.68
N -0.86 0.66 1.37
H -0.57 -2.42 -1.33
H -1.51 -1.02 -0.83
H -0.52 -1.84 0.30
H 0.54 -0.17 -2.05
H 1.50 -1.19 -1.04
H 0.61 2.10 1.03
H -1.54 0.11 0.89
H -1.13 1.11 2.21
```

Results
SMILES = CC/N=C\N
HOMO = -0.3260 Eh
Net charge = 0
LUMO level = 1.037 eV

---

6.
The following is a DFT calculation (ωB97M-V with the def2-TZVPD basis set) of a 8-piece molecular cluster, C11H38O8 overall in a non-equilibrium geometry.

```
57
C11H38O8, DFT ωB97M-V with the def2-TZVPD basis set
C -1.96 4.32 1.37
C -0.62 4.99 1.70
O 0.00 4.43 2.89
H -2.41 4.90 0.54
H -2.66 4.41 2.24
H -1.88 3.29 0.97
H -0.78 6.02 1.86
H 0.07 4.86 0.84
H 0.95 4.61 2.93
C -5.29 -1.75 -0.81
C -4.60 -1.03 0.26
O -3.32 -1.71 0.56
H -6.32 -1.30 -0.99
H -5.45 -2.82 -0.60
H -4.81 -1.71 -1.72
H -5.26 -1.00 1.14
H -4.33 -0.03 0.03
H -3.08 -1.41 1.45
C -2.15 -0.15 -3.00
C -1.13 -0.37 -1.94
O -1.16 -1.72 -1.29
H -1.98 0.63 -3.67
H -3.14 -0.09 -2.66
H -2.26 -1.06 -3.62
H -1.15 0.37 -1.11
H -0.15 -0.37 -2.45
H -1.87 -1.70 -0.64
C 0.83 -2.37 1.72
O 1.16 -1.60 0.57
H 1.16 -3.38 1.63
H 1.41 -1.94 2.47
H -0.24 -2.34 2.00
H 0.42 -1.51 -0.03
C -0.48 1.08 3.27
O 0.04 2.03 4.17
H 0.13 0.97 2.43
H -0.41 0.05 3.82
H -1.50 1.19 2.95
H 0.02 2.88 3.68
C 4.40 -2.68 0.91
O 3.99 -1.57 0.07
H 3.83 -2.65 1.88
H 4.09 -3.58 0.47
H 5.41 -2.66 1.14
H 3.02 -1.44 0.07
C 3.37 -2.21 -3.39
O 4.37 -1.60 -2.67
H 3.63 -3.21 -3.80
H 2.42 -2.16 -2.82
H 3.23 -1.57 -4.30
H 4.27 -1.82 -1.70
C 2.98 1.51 -1.19
O 2.56 0.86 -2.46
H 3.71 0.85 -0.70
H 3.53 2.49 -1.36
H 2.17 1.64 -0.54
H 3.24 0.12 -2.60
```

Results
SMILES = CCO.CCO.CCO.CO.CO.CO.CO.CO
HOMO = -0.3601 Eh
Net charge = 0
LUMO level = 0.351 eV

---

7.
The following is a DFT calculation (ωB97M-V with the def2-TZVPD basis set) of C24H27I2InN5O2S3 as an isolated structure.

```
64
C24H27I2InN5O2S3, DFT ωB97M-V with the def2-TZVPD basis set
In -0.60 0.85 -0.41
I -1.71 5.94 0.39
C 0.15 5.04 0.35
C 1.31 5.84 0.43
C 2.55 5.28 0.44
I 4.21 6.53 0.59
C 2.70 3.87 0.35
C 3.93 3.17 0.40
C 3.95 1.81 0.31
C 2.74 1.12 0.11
N 1.60 1.74 0.04
C 1.54 3.08 0.21
C 0.21 3.66 0.27
O -0.83 2.90 0.25
H 1.20 6.91 0.48
H 4.85 3.73 0.53
H 4.88 1.26 0.37
H 2.72 0.04 -0.01
N 1.70 1.17 -3.71
C 1.32 2.36 -3.15
O 2.14 3.17 -2.77
C -0.17 2.60 -3.10
C -0.98 1.46 -2.46
H 2.67 0.92 -3.57
H 1.05 0.41 -3.71
H -0.50 2.74 -4.14
H -0.32 3.54 -2.58
H -0.94 0.56 -3.08
H -2.03 1.76 -2.40
S 1.41 -2.22 2.71
C 0.57 -1.00 1.99
N -0.05 -0.13 1.51
S -2.84 -0.44 -0.20
C -3.33 0.16 1.40
C -3.54 -0.73 2.45
C -3.92 -0.28 3.71
C -4.09 1.08 3.93
C -3.88 1.98 2.89
C -3.51 1.52 1.63
H -3.38 -1.79 2.29
H -4.07 -0.98 4.51
H -4.37 1.44 4.92
H -3.99 3.04 3.05
H -3.34 2.23 0.83
C 1.97 -5.83 -1.74
C 1.31 -5.18 -0.53
N 1.48 -3.74 -0.56
C 0.55 -2.81 -0.83
S 1.02 -1.40 -1.68
N -0.69 -2.97 -0.38
C -1.09 -3.74 0.79
C -2.15 -4.78 0.49
H 1.84 -6.92 -1.70
H 3.04 -5.63 -1.76
H 1.54 -5.46 -2.67
H 1.73 -5.57 0.40
H 0.25 -5.40 -0.53
H 2.41 -3.42 -0.80
H -1.30 -2.17 -0.56
H -1.49 -3.01 1.50
H -0.19 -4.16 1.25
H -3.03 -4.31 0.05
H -2.45 -5.28 1.41
H -1.80 -5.55 -0.21
```

Results
HOMO = -0.1807 Eh
Net charge = -1
LUMO level = 2.160 eV

---

8.
The following is a DFT calculation (ωB97M-V with the def2-TZVPD basis set) of C51H45F3GeN8O2PS4Tl as an isolated structure.

```
116
C51H45F3GeN8O2PS4Tl, DFT ωB97M-V with the def2-TZVPD basis set
Tl -0.88 0.23 0.34
S -2.25 -1.63 -1.35
C -1.89 -2.81 -0.17
S -0.77 -2.39 1.07
C -2.43 -4.10 -0.23
C -3.30 -4.50 -1.29
N -4.00 -4.89 -2.13
C -2.08 -5.12 0.71
N -1.79 -5.98 1.42
C 3.31 3.32 -2.28
N 2.14 2.59 -2.76
C 2.50 1.44 -3.56
C 1.09 2.40 -1.85
N 0.54 1.29 -1.59
N 0.62 3.62 -1.37
C -0.14 3.87 -0.22
N -0.69 5.16 -0.23
N -0.22 3.01 0.69
H 3.86 3.74 -3.13
H 3.99 2.66 -1.72
H 3.01 4.13 -1.62
H 3.10 1.77 -4.41
H 1.61 0.95 -3.95
H 3.08 0.71 -2.99
H 1.02 0.49 -1.99
H 0.80 4.40 -1.99
H -0.92 5.51 -1.15
H -1.49 5.23 0.39
H -0.81 3.22 1.49
N 0.37 1.03 3.07
C 0.58 0.41 2.01
H 1.14 0.91 3.74
S -5.24 0.54 5.13
P -4.10 1.81 4.14
S -3.06 1.30 2.53
C -5.13 3.27 3.66
C -5.20 3.71 2.35
C -6.06 4.75 1.99
C -6.85 5.36 2.95
C -6.79 4.93 4.27
C -5.94 3.89 4.62
C -2.92 2.63 5.30
C -2.74 2.18 6.60
C -1.82 2.79 7.44
C -1.07 3.87 6.99
C -1.24 4.33 5.69
C -2.16 3.71 4.85
H -4.57 3.22 1.61
H -6.11 5.07 0.95
H -7.53 6.16 2.67
H -7.41 5.39 5.02
H -5.90 3.53 5.64
H -3.33 1.33 6.94
H -1.68 2.43 8.46
H -0.35 4.35 7.64
H -0.66 5.17 5.32
H -2.28 4.04 3.83
O 1.85 -0.32 2.01
C 2.46 -0.91 0.97
O 2.17 -0.82 -0.20
C 3.61 -1.73 1.51
C 4.69 -2.18 0.51
Ge 4.36 -3.59 -0.80
C 4.12 -5.26 0.17
C 4.17 -5.32 1.56
C 4.00 -6.53 2.23
C 3.78 -7.70 1.52
C 3.74 -7.66 0.13
C 3.90 -6.45 -0.53
C 6.11 -3.71 -1.70
C 6.76 -2.55 -2.13
C 7.99 -2.61 -2.78
C 8.59 -3.84 -3.02
C 7.95 -5.00 -2.61
C 6.73 -4.94 -1.96
C 3.06 -3.47 -2.23
C 1.94 -4.29 -2.27
C 1.11 -4.28 -3.39
C 1.38 -3.44 -4.45
C 2.49 -2.60 -4.41
C 3.33 -2.63 -3.31
H 3.14 -2.59 2.00
H 4.06 -1.13 2.30
H 5.53 -2.60 1.08
H 5.07 -1.31 -0.03
H 4.34 -4.42 2.14
H 4.02 -6.55 3.31
H 3.64 -8.64 2.04
H 3.56 -8.57 -0.43
H 3.83 -6.44 -1.62
H 6.31 -1.58 -1.95
H 8.48 -1.69 -3.09
H 9.55 -3.88 -3.53
H 8.42 -5.96 -2.80
H 6.26 -5.86 -1.63
H 1.68 -4.91 -1.43
H 0.25 -4.92 -3.42
H 0.71 -3.41 -5.30
H 2.69 -1.93 -5.24
H 4.22 -2.00 -3.31
F -8.16 3.41 -5.08
C -7.91 4.06 -3.92
F -7.69 5.36 -4.27
F -9.04 4.04 -3.20
C -6.74 3.48 -3.19
C -6.86 3.06 -1.87
C -5.76 2.54 -1.21
C -4.52 2.44 -1.86
C -4.42 2.87 -3.19
C -5.52 3.38 -3.84
C -3.39 1.88 -1.17
C -2.42 1.46 -0.57
H -7.81 3.12 -1.36
H -5.84 2.20 -0.19
H -3.47 2.78 -3.69
H -5.44 3.71 -4.88
```

Results
HOMO = -0.0911 Eh
Net charge = -2
LUMO level = 3.205 eV

---

9.
The following is a DFT calculation (ωB97M-V with the def2-TZVPD basis set) of a 7-piece molecular cluster, CH16O7 overall in a non-equilibrium geometry.

```
24
CH16O7, DFT ωB97M-V with the def2-TZVPD basis set
O 2.14 -1.65 1.02
H 1.93 -2.46 1.49
H 2.72 -1.70 0.26
H 1.31 -1.23 0.81
C -0.21 -0.46 -1.06
O -0.12 -0.02 0.28
H -0.24 -1.55 -0.96
H -1.13 -0.17 -1.56
H 0.62 -0.30 -1.75
O -2.67 -0.86 1.22
H -3.15 -1.01 0.40
H -1.79 -0.62 0.94
O 0.23 1.15 2.83
H -0.03 0.74 2.00
H 0.58 0.42 3.35
O -1.44 2.79 -0.12
H -1.30 2.83 0.83
H -1.20 1.90 -0.36
O 1.99 2.25 0.69
H 1.69 3.04 1.14
H 1.37 1.57 0.95
O -0.47 -1.93 -4.24
H -0.81 -1.15 -4.69
H -0.01 -1.58 -3.48
```

Results
HOMO (spin up / spin down) = -0.5278 / -0.5265 Eh
2S+1 = 2
Net charge = +1
LUMO level (spin up / spin down) = -5.399 / -8.333 eV